Record 1
ORCA calculation (ωB97M-V/def2-TZVPD) on C34H52Cl2NPZr as an isolated structure at a distorted geometry.

Values from the calculation:
HOMO (eV): -5.393
Gap between HOMO and LUMO (eV): 4.89

```
! wB97M-V def2-TZVPD RIJCOSX def2/J DEFGRID3
* xyz 0 1
P -0.111 -0.657 -1.765
C 1.450 -0.055 -2.709
C 1.681 -0.436 -4.182
C 3.075 -0.005 -4.658
C 3.380 1.475 -4.387
C 3.009 1.922 -2.968
C 1.601 1.463 -2.560
C -1.513 0.217 -2.715
C -1.405 0.345 -4.236
C -2.708 0.894 -4.833
C -3.156 2.206 -4.176
C -3.106 2.171 -2.642
C -1.786 1.597 -2.100
C -0.270 -2.325 -2.614
C 0.940 -3.218 -2.278
C 0.834 -4.620 -2.898
C -0.504 -5.311 -2.618
C -1.706 -4.417 -2.938
C -1.617 -3.011 -2.321
H 2.245 -0.545 -2.115
H 0.942 0.063 -4.818
H 1.566 -1.513 -4.358
H 3.180 -0.226 -5.730
H 3.819 -0.623 -4.139
H 4.447 1.658 -4.558
H 2.828 2.092 -5.109
H 3.730 1.500 -2.256
H 3.076 3.013 -2.877
H 1.390 1.769 -1.526
H 0.868 1.966 -3.211
H -2.383 -0.425 -2.491
H -3.491 0.136 -4.700
H -1.168 -0.610 -4.727
H -0.600 1.050 -4.483
H -2.584 1.032 -5.916
H -4.177 2.441 -4.501
H -2.512 3.021 -4.533
H -3.261 3.177 -2.233
H -3.929 1.546 -2.269
H -1.829 1.510 -1.005
H -0.961 2.285 -2.340
H -0.257 -2.126 -3.703
H 1.880 -2.756 -2.617
H 1.031 -3.320 -1.188
H 0.974 -4.535 -3.983
H 1.658 -5.242 -2.529
H -0.544 -5.599 -1.559
H -0.571 -6.237 -3.203
H -2.630 -4.901 -2.601
H -1.793 -4.311 -4.026
H -2.450 -2.415 -2.719
H -1.778 -3.076 -1.236
Zr -0.543 -0.036 2.172
Cl -2.433 -0.557 0.862
Cl 1.617 0.036 1.220
C -0.832 1.804 3.186
H -1.179 1.649 4.222
C -0.782 3.164 2.723
C -1.423 4.244 3.399
C -1.529 5.488 2.790
C -0.956 5.723 1.529
C -0.227 4.706 0.894
C -0.098 3.453 1.496
H -1.840 4.063 4.387
H -2.057 6.290 3.298
H 0.250 4.892 -0.072
H 0.525 2.682 1.042
H -1.063 6.690 1.052
C 2.741 -1.282 5.923
N 1.961 -0.161 6.496
C 2.832 0.957 6.934
C 0.846 0.312 5.547
C -0.099 -0.823 5.311
C -0.592 -1.495 6.435
C -1.416 -2.601 6.267
C -1.768 -3.053 4.993
C -1.316 -2.359 3.853
C -0.490 -1.253 4.033
H 3.124 -0.992 4.939
H 2.111 -2.171 5.837
H 3.576 -1.492 6.599
H 1.506 -0.523 7.341
H 3.301 1.408 6.053
H 2.211 1.693 7.454
H 3.592 0.557 7.614
H 0.365 1.155 6.062
H 1.351 0.712 4.655
H -0.330 -1.141 7.441
H -1.772 -3.132 7.155
H -2.395 -3.941 4.866
H -1.572 -2.706 2.849
*
```



Record 2
ORCA calculation (ωB97M-V/def2-TZVPD) on C34H52N3SiTeTi as an isolated structure.

Values from the calculation:
HOMO (alpha / beta) (eV): -10.385 / -10.363
Gap between HOMO and LUMO (alpha / beta) (eV): 6.72 / 6.91

```
! wB97M-V def2-TZVPD RIJCOSX def2/J DEFGRID3
* xyz 1 1
Ti -0.044 1.142 0.560
C 1.272 -0.077 -1.923
N 1.664 0.903 -0.870
C 2.006 2.209 -1.480
C 2.824 0.321 -0.206
C 4.062 0.177 -0.805
C 5.054 -0.528 -0.140
C 4.781 -1.107 1.093
C 3.544 -0.944 1.696
C 2.568 -0.182 1.057
N 1.295 0.127 1.557
C 1.116 0.412 2.927
C 2.114 0.710 3.854
C 1.767 1.031 5.157
C 0.439 1.077 5.554
C -0.564 0.826 4.628
C -0.217 0.512 3.328
N -1.179 0.248 2.256
C -1.323 -1.238 2.181
C -2.486 0.891 2.525
H 2.116 -0.246 -2.597
H 0.432 0.311 -2.481
H 0.998 -1.021 -1.454
H 2.503 2.068 -2.443
H 2.670 2.738 -0.806
H 1.107 2.802 -1.628
H 4.256 0.595 -1.785
H 6.029 -0.643 -0.593
H 5.541 -1.692 1.592
H 3.338 -1.401 2.654
H 3.152 0.715 3.557
H 2.549 1.258 5.869
H 0.179 1.324 6.574
H -1.600 0.891 4.928
H -1.850 -1.587 3.070
H -0.332 -1.682 2.149
H -1.869 -1.536 1.295
H -3.022 0.357 3.313
H -3.098 0.875 1.630
H -2.319 1.922 2.831
C -3.234 2.120 -0.912
Si -1.956 0.907 -1.604
C -2.819 -0.832 -1.683
C -3.760 -0.999 -0.482
C -3.727 -1.063 -2.901
C -1.745 -1.928 -1.681
C -1.670 1.592 -3.424
C -0.808 2.862 -3.450
C -3.060 2.030 -3.938
C -1.087 0.623 -4.465
H -4.200 1.961 -1.399
H -2.925 3.147 -1.108
H -3.400 2.029 0.160
H -4.588 -0.291 -0.533
H -3.279 -0.863 0.480
H -4.190 -2.006 -0.488
H -4.570 -0.370 -2.913
H -4.147 -2.072 -2.830
H -3.217 -0.997 -3.859
H -1.061 -1.844 -0.831
H -1.138 -1.887 -2.590
H -2.205 -2.921 -1.641
H -1.030 3.553 -2.629
H -0.995 3.402 -4.384
H 0.255 2.628 -3.441
H -3.434 2.898 -3.394
H -3.814 1.249 -3.892
H -2.960 2.326 -4.987
H -0.070 0.297 -4.246
H -1.043 1.137 -5.430
H -1.690 -0.271 -4.610
C -1.612 7.269 -3.144
C -1.131 6.465 -1.968
C 0.220 6.243 -1.750
C 0.682 5.480 -0.680
C 2.163 5.476 -0.406
C -0.261 4.871 0.158
Te 0.397 3.486 1.642
C -1.624 5.177 0.034
C -2.646 4.795 1.072
C -2.033 5.959 -1.040
H -0.781 7.597 -3.766
H -2.159 8.153 -2.813
H -2.290 6.680 -3.765
H 0.945 6.696 -2.417
H 2.731 5.647 -1.320
H 2.519 4.566 0.068
H 2.396 6.293 0.282
H -2.503 3.785 1.448
H -3.656 4.876 0.672
H -2.565 5.473 1.925
H -3.089 6.182 -1.149
*
```



Record 3
ORCA calculation (ωB97M-V/def2-TZVPD) on C34H53BCrN10O2S3 as an isolated structure at a distorted geometry.

Values from the calculation:
HOMO (alpha / beta) (eV): -15.536 / -15.526
Gap between HOMO and LUMO (alpha / beta) (eV): 7.13 / 6.82

```
! wB97M-V def2-TZVPD RIJCOSX def2/J DEFGRID3
* xyz 3 4
Cr -0.708 -2.770 0.184
C 0.452 -2.227 -4.974
C 0.375 -1.112 -3.984
C 0.390 0.196 -4.359
C 0.280 1.243 -3.402
N 0.262 0.956 -2.133
N 0.275 -0.342 -1.755
B 0.365 -0.191 -0.251
N -0.715 0.482 0.486
N -0.290 1.447 1.336
C -1.192 2.225 1.856
C -2.569 2.097 1.503
C -3.008 1.089 0.706
C -4.443 0.854 0.376
C -2.011 0.193 0.247
S -2.343 -1.240 -0.617
C -0.760 3.256 2.877
C 0.759 3.340 2.957
C -1.332 2.814 4.233
C -1.326 4.631 2.491
N 1.760 -0.081 0.297
N 2.345 1.097 0.029
C 3.604 1.236 0.348
C 4.286 0.204 1.051
C 3.699 -1.005 1.284
C 4.403 -2.147 1.940
C 2.369 -1.150 0.805
S 1.585 -2.675 0.775
C 4.278 2.528 -0.096
C 3.647 3.708 0.654
C 4.043 2.691 -1.604
C 5.783 2.494 0.174
C 0.236 -1.395 -2.586
S -0.043 -3.013 -2.080
C 0.170 2.694 -3.817
C 1.451 3.094 -4.564
C -1.039 2.830 -4.758
C -0.032 3.595 -2.600
H 0.644 -1.837 -5.971
H -0.486 -2.785 -4.993
H 1.244 -2.928 -4.710
H 0.470 0.452 -5.407
H -3.281 2.794 1.925
H -5.056 1.687 0.714
H -4.796 -0.056 0.866
H -4.585 0.731 -0.699
H 1.206 2.379 3.214
H 1.036 4.064 3.722
H 1.180 3.668 2.008
H -0.979 1.815 4.494
H -2.423 2.803 4.234
H -1.007 3.511 5.005
H -1.040 4.909 1.475
H -0.923 5.385 3.167
H -2.412 4.679 2.575
H 5.301 0.376 1.381
H 5.246 -1.788 2.525
H 4.781 -2.841 1.186
H 3.730 -2.704 2.592
H 2.649 3.917 0.269
H 4.261 4.598 0.515
H 3.574 3.514 1.725
H 2.978 2.642 -1.835
H 4.565 1.919 -2.173
H 4.422 3.661 -1.926
H 6.014 2.499 1.242
H 6.236 3.388 -0.253
H 6.267 1.633 -0.291
H 1.599 2.504 -5.470
H 2.334 2.984 -3.934
H 1.379 4.138 -4.866
H -0.917 2.256 -5.678
H -1.152 3.876 -5.044
H -1.962 2.513 -4.269
H 0.764 3.467 -1.864
H -0.985 3.389 -2.110
H -0.038 4.635 -2.924
C -1.913 -1.482 5.606
N -1.526 -2.333 4.475
C -1.189 -3.629 4.663
C -0.845 -4.460 3.641
C -0.861 -3.871 2.365
O -0.543 -4.444 1.246
N -1.214 -2.592 2.174
C -1.565 -1.758 3.201
O -1.901 -0.602 3.037
H -1.523 -1.919 6.521
H -2.997 -1.402 5.664
H -1.493 -0.492 5.463
H -1.199 -3.964 5.691
H -0.551 -5.484 3.801
N -4.086 -6.948 -2.714
C -3.995 -6.094 -1.467
C -2.843 -5.092 -1.571
N -2.661 -4.326 -0.347
H -4.895 -7.575 -2.673
H -3.254 -7.533 -2.833
H -4.186 -6.378 -3.558
H -3.857 -6.784 -0.636
H -4.960 -5.602 -1.363
H -3.014 -4.400 -2.399
H -1.911 -5.621 -1.785
H -2.372 -4.907 0.434
H -3.490 -3.803 -0.084
*
```



Record 4
ORCA calculation (ωB97M-V/def2-TZVPD) on a 6-piece molecular cluster, C34H53BN5O2PS overall at a distorted geometry.

Values from the calculation:
HOMO (eV): -0.312
Gap between HOMO and LUMO (eV): 3.47

```
! wB97M-V def2-TZVPD RIJCOSX def2/J DEFGRID3
* xyz -2 1
C 3.976 0.401 -0.064
C 3.113 1.620 -0.490
P 2.116 1.258 -2.027
C 1.496 2.952 -2.529
B 0.484 0.245 -1.570
S -0.715 1.454 -0.689
C 0.805 -1.138 -0.752
C -0.281 -1.638 0.243
C -1.487 -2.271 -0.487
C -1.960 -3.489 0.378
C -2.739 -1.381 -0.674
C -3.378 -0.820 0.618
C -4.488 0.185 0.275
C -4.296 1.424 -0.279
C -4.767 1.700 -1.697
C -3.673 2.602 0.435
C -0.228 -0.125 -3.011
O 0.361 -0.911 -3.780
O -1.330 0.382 -3.336
H 5.047 0.623 -0.086
H 3.733 0.209 0.987
H 3.765 -0.470 -0.685
H 3.828 2.407 -0.766
H 2.545 2.038 0.356
H 0.604 2.875 -3.150
H 1.219 3.505 -1.621
H 2.287 3.536 -3.013
H -0.228 1.640 0.573
H 1.760 -1.122 -0.199
H 0.910 -1.944 -1.492
H 0.186 -2.462 0.817
H -0.567 -0.912 1.004
H -1.186 -2.674 -1.457
H -1.350 -4.372 0.168
H -3.030 -3.686 0.208
H -1.868 -3.172 1.421
H -3.512 -2.037 -1.114
H -2.602 -0.563 -1.386
H -3.870 -1.648 1.150
H -2.684 -0.327 1.305
H -5.529 -0.094 0.472
H -4.593 2.752 -1.941
H -4.268 1.043 -2.405
H -5.866 1.571 -1.704
H -3.166 2.257 1.336
H -4.455 3.342 0.649
H -2.967 3.097 -0.237
N -2.852 -7.190 0.552
C -2.942 -6.757 1.840
C -2.853 -7.844 2.667
C -2.699 -8.988 1.835
C -2.700 -8.550 0.535
H -2.892 -6.598 -0.258
H -3.063 -5.708 2.053
H -2.892 -7.823 3.743
H -2.598 -10.013 2.153
H -2.606 -9.085 -0.395
N 3.700 6.408 0.703
C 2.930 7.066 -0.218
C 3.201 6.533 -1.450
C 4.169 5.511 -1.267
C 4.454 5.455 0.070
H 3.708 6.594 1.689
H 2.259 7.853 0.084
H 2.752 6.839 -2.381
H 4.601 4.885 -2.029
H 5.125 4.822 0.625
N 4.178 10.150 3.827
C 3.410 10.810 2.905
C 3.684 10.280 1.672
C 4.651 9.256 1.855
C 4.934 9.198 3.194
H 4.185 10.333 4.812
H 2.739 11.596 3.206
H 3.239 10.589 0.741
H 5.087 8.634 1.092
H 5.606 8.565 3.750
N -3.560 -5.717 -2.879
C -3.491 -7.003 -3.350
C -3.091 -6.948 -4.659
C -2.906 -5.577 -4.987
C -3.199 -4.843 -3.869
H -3.832 -5.452 -1.949
H -3.732 -7.841 -2.716
H -2.945 -7.795 -5.309
H -2.591 -5.174 -5.935
H -3.183 -3.780 -3.692
N 2.506 -3.198 2.071
C 1.655 -3.833 2.929
C 1.941 -3.407 4.201
C 3.005 -2.470 4.100
C 3.328 -2.364 2.772
H 2.522 -3.320 1.073
H 0.920 -4.531 2.563
H 1.441 -3.728 5.100
H 3.477 -1.935 4.908
H 4.067 -1.768 2.264
*
```